Entry a
Molecular formula: C5H7N
Method: DFT, ωB97M-V with the def2-TZVPD basis set

Results
HOMO-LUMO gap   10.673 eV
Highest occupied orbital energy   -9.802 eV

CARTESIAN COORDINATES (ANGSTROEM)
N  0.87284  1.91464  0.12085
C  0.69800  -0.42616  0.09562
C  -2.53566  0.58708  -0.35229
C  1.46630  0.80200  0.04515
C  -2.92840  -0.33756  0.29416
C  1.24948  -1.62173  -0.07842
H  -2.14455  1.39626  -0.89783
H  -0.36170  -0.30304  0.25743
H  2.30791  -1.75355  -0.24606
H  0.65159  -2.52013  -0.06892
H  1.47446  2.73229  0.06691
H  -3.30323  -1.15022  0.84534
H  2.55296  0.68011  -0.08195

=====

Entry b
Molecular formula: C5H7N
Method: DFT, ωB97M-V with the def2-TZVPD basis set

Results
HOMO-LUMO gap   8.643 eV
Highest occupied orbital energy   -7.636 eV

CARTESIAN COORDINATES (ANGSTROEM)
N  -1.63383  -0.11952  0.65370
C  0.50378  -0.89780  -0.53443
C  1.29874  -0.34069  0.58722
C  0.61125  0.60072  -0.33544
C  -0.84549  -0.29577  -0.49366
C  -1.03736  1.19419  0.60771
H  0.88879  -1.44752  -1.38553
H  1.08777  1.27102  -1.04421
H  -1.38207  -0.27407  -1.43786
H  0.94483  -0.41118  1.61583
H  2.37764  -0.43687  0.47975
H  -1.25503  -0.63569  1.44147
H  -1.55904  1.79317  -0.15454

=====

Entry c
Molecular formula: C5H7N
Method: DFT, ωB97M-V with the def2-TZVPD basis set

Results
HOMO-LUMO gap   10.732 eV
Highest occupied orbital energy   -9.539 eV

CARTESIAN COORDINATES (ANGSTROEM)
N  -0.64525  -1.43455  -0.31744
C  0.79973  -0.96975  -0.34722
C  1.10676  0.46496  0.02040
C  0.14540  1.56769  -0.30078
C  -0.09006  -1.31345  -1.43559
C  0.22564  1.24721  0.94957
H  -2.12909  -0.55062  1.32184
H  -0.30655  2.15236  -1.08707
H  2.18315  0.66846  0.00915
H  -0.34748  -1.40641  -2.48496
H  -2.50046  -0.14615  1.82791
H  1.53274  -1.70313  -0.00596
H  -0.11532  1.36837  1.96615

=====

Entry d
Molecular formula: C5H7N
Method: DFT, ωB97M-V with the def2-TZVPD basis set

Results
HOMO-LUMO gap   10.624 eV
Highest occupied orbital energy   -10.098 eV

CARTESIAN COORDINATES (ANGSTROEM)
N  -0.64163  -2.49563  -0.93380
C  0.59136  0.61311  -1.91450
C  0.09918  0.65597  0.55308
C  0.16045  -0.01931  -0.81665
C  -0.29790  -1.39339  -0.90384
C  -0.42021  -0.25108  1.65645
H  -0.52001  1.55716  0.47783
H  0.94134  1.64361  -1.86314
H  -0.44245  0.28796  2.60335
H  0.20650  -1.12025  1.76542
H  -1.44422  -0.59489  1.47556
H  0.63648  0.13329  -2.90018
H  1.13111  0.98345  0.80042

=====

Stability, highest: entry d

=====

Entry a
Molecular formula: C5H7N
Method: DFT, ωB97M-V with the def2-TZVPD basis set

Results
HOMO-LUMO gap   10.257 eV
Highest occupied orbital energy   -9.167 eV

CARTESIAN COORDINATES (ANGSTROEM)
N  1.82477  -0.84253  1.62954
C  -0.31456  0.92706  -0.55311
C  1.03273  0.27055  -0.63234
C  -1.34812  0.61640  -1.31924
C  -0.03935  -0.98682  1.55238
C  1.12862  -0.40309  0.71216
H  -0.42529  -2.01813  1.44590
H  -2.31841  1.07251  -1.15964
H  -0.52281  -0.56810  2.45736
H  -0.42847  1.61566  0.28458
H  1.82001  0.98993  -0.89576
H  -1.26030  -0.12523  -2.10983
H  1.04430  -0.51597  -1.39914

=====

Entry b
Molecular formula: C5H7N
Method: DFT, ωB97M-V with the def2-TZVPD basis set

Results
HOMO-LUMO gap   10.987 eV
Highest occupied orbital energy   -9.811 eV

CARTESIAN COORDINATES (ANGSTROEM)
N  -0.27607  0.74720  0.45554
C  2.84368  -0.16906  -0.00954
C  0.67228  1.31184  -0.49111
C  -1.13009  -0.05782  -0.01817
C  -1.78246  -1.05478  0.88344
C  1.90532  0.53647  -0.27503
H  -1.29823  -0.98099  1.85938
H  3.68536  -0.77949  0.23292
H  -2.86551  -0.95458  0.98656
H  -1.30279  -0.15303  -1.10403
H  -1.57078  -2.04491  0.46097
H  0.85539  2.36830  -0.27417
H  0.35001  1.21726  -1.54228

=====

Entry c
Molecular formula: C5H7N
Method: DFT, ωB97M-V with the def2-TZVPD basis set

Results
HOMO-LUMO gap   10.167 eV
Highest occupied orbital energy   -8.960 eV

CARTESIAN COORDINATES (ANGSTROEM)
N  0.55363  0.27399  1.12611
C  1.64172  0.07005  0.08861
C  -1.62314  0.08343  0.08671
C  -0.34100  -0.77029  0.53089
C  0.43972  -0.31738  -0.74056
C  -0.35979  0.83967  -0.17713
H  2.42428  -0.68195  0.24527
H  -0.52488  -1.74144  0.96074
H  -2.08575  -0.51873  -0.71201
H  0.35606  -0.75461  -1.73958
H  2.12205  1.02921  -0.17406
H  -2.40231  0.58881  0.68236
H  -0.20058  1.89923  -0.17733

=====

Stability, highest: entry b

=====

Entry a
Molecular formula: C5H7N
Method: DFT, ωB97M-V with the def2-TZVPD basis set

Results
HOMO-LUMO gap   12.065 eV
Highest occupied orbital energy   -11.143 eV

CARTESIAN COORDINATES (ANGSTROEM)
N  2.80686  -0.30670  1.10659
C  -1.23806  0.34274  0.30216
C  1.90068  -0.30934  0.38618
C  0.71956  -0.27574  -0.47077
C  -0.51624  -1.01717  0.11722
C  -0.06481  1.06694  -0.40620
H  -2.21567  0.43549  -0.18011
H  -0.99869  -1.68874  -0.59740
H  0.99570  -0.57512  -1.48553
H  -0.29449  -1.58722  1.02362
H  0.41413  1.85989  0.17390
H  -1.35179  0.62495  1.35324
H  -0.25468  1.43932  -1.41616

=====

Entry b
Molecular formula: C5H7N
Method: DFT, ωB97M-V with the def2-TZVPD basis set

Results
HOMO-LUMO gap (spin up / spin down)   7.102 / 7.103 eV
Highest occupied orbital energy (spin up / spin down)   -6.987 / -6.987 eV

CARTESIAN COORDINATES (ANGSTROEM)
N  0.87251  0.18966  -0.25641
C  -2.25617  -1.34991  -1.09955
C  1.45520  -0.96559  -0.18845
C  -0.43178  0.46265  -0.55832
C  -1.38810  -0.52915  -0.90152
C  0.48442  1.28124  1.15845
H  2.50637  -1.00121  0.07982
H  -0.50873  1.62495  1.44591
H  -0.65094  1.49171  -0.81267
H  0.91652  -1.88465  -0.41698
H  0.89764  0.62192  1.91491
H  1.14060  2.11295  0.91566
H  -3.03754  -2.05455  -1.28085

=====

Entry c
Molecular formula: C5H7N
Method: DFT, ωB97M-V with the def2-TZVPD basis set

Results
HOMO-LUMO gap   10.134 eV
Highest occupied orbital energy   -9.110 eV

CARTESIAN COORDINATES (ANGSTROEM)
N  -2.87415  -1.66726  0.68780
C  -3.83600  -1.83650  0.09535
C  0.90304  0.97276  0.58577
C  0.51061  -0.15998  0.06888
C  0.40558  -1.39798  -0.42104
C  1.90313  1.79510  -0.08006
H  0.33350  1.43914  1.32693
H  2.84361  1.92149  0.53207
H  -4.69568  -1.68747  -0.44879
H  1.06710  -2.06193  0.00631
H  1.47868  2.83115  -0.30816
H  -0.34004  -1.40602  -1.14248
H  2.30060  1.25749  -0.90257

=====

Entry d
Molecular formula: C5H7N
Method: DFT, ωB97M-V with the def2-TZVPD basis set

Results
HOMO-LUMO gap   7.709 eV
Highest occupied orbital energy   -7.963 eV

CARTESIAN COORDINATES (ANGSTROEM)
N  -0.21913  -1.09209  0.79986
C  -1.54741  0.83920  0.79559
C  0.33416  -1.11074  -0.58380
C  -1.40333  -0.49325  0.41538
C  -1.85551  1.95282  1.15894
C  1.41228  -0.06083  -0.81774
H  0.61493  -2.11467  -0.87425
H  -0.58411  -0.88432  -1.15698
H  2.34808  -0.27501  -0.28827
H  0.37030  -0.56502  1.45118
H  -2.19388  2.89470  1.50090
H  1.08652  0.94135  -0.51506
H  1.63711  -0.03215  -1.88573

=====

Stability, highest: entry a

=====

Entry a
Molecular formula: C5H7N
Method: DFT, ωB97M-V with the def2-TZVPD basis set

Results
HOMO-LUMO gap   9.104 eV
Highest occupied orbital energy   -8.120 eV

CARTESIAN COORDINATES (ANGSTROEM)
N  -1.48205  0.79790  0.62685
C  1.42586  -0.49976  -0.37150
C  -0.34572  1.35774  0.31367
C  0.86324  0.50466  0.58974
C  0.00524  -0.31788  -0.65250
C  -1.25403  -0.59367  0.15954
H  0.69579  0.04635  1.57866
H  -1.09937  -1.40577  0.87979
H  1.68427  -1.43558  0.11125
H  -2.12201  -0.84641  -0.46297
H  -0.27554  2.39283  -0.01401
H  2.11155  -0.17034  -1.14268
H  -0.20723  0.16993  -1.61583

=====

Entry b
Molecular formula: C5H7N
Method: DFT, ωB97M-V with the def2-TZVPD basis set

Results
HOMO-LUMO gap   10.376 eV
Highest occupied orbital energy   -9.237 eV

CARTESIAN COORDINATES (ANGSTROEM)
N  -1.14461  0.63882  -0.16238
C  -1.53158  0.94261  0.94746
C  0.97710  0.43131  -1.50206
C  0.64243  -0.77047  0.74431
C  0.05311  -0.08490  -0.41538
C  0.25993  -0.61890  -1.80501
H  1.82286  0.91176  -1.78713
H  -2.30114  1.61432  0.95918
H  1.09014  -0.04171  1.45329
H  1.56533  -1.26592  0.62135
H  -0.24315  -1.21012  -2.47936
H  -0.02877  -1.28300  1.44026
H  -1.16165  0.73620  1.98546

=====

Entry c
Molecular formula: C5H7N
Method: DFT, ωB97M-V with the def2-TZVPD basis set

Results
HOMO-LUMO gap (spin up / spin down)   8.679 / 7.622 eV
Highest occupied orbital energy (spin up / spin down)   -8.429 / -7.947 eV

CARTESIAN COORDINATES (ANGSTROEM)
N  -0.89059  2.04446  -0.48581
C  -0.39499  -1.69953  -0.00338
C  0.13738  2.67973  0.04089
C  1.09113  1.66308  -0.08689
C  -0.04651  0.77312  -0.74659
C  -0.43517  -0.19800  0.25283
H  -0.37788  0.17488  1.22285
H  0.29976  -2.08682  -0.69933
H  -0.20036  0.36895  -1.75418
H  -1.39945  -1.99478  -0.53402
H  1.87117  1.58010  0.60278
H  0.31638  3.70638  0.14980
H  -0.47460  -2.25377  0.87765

=====

Stability, highest: entry b